# 1
13
Properties=species:S:1:pos:R:3 method="wB97M-V/def2-TZVPD" charge=+1 fmax_ev_per_a=5.778 smiles="[H]/N=N/C(=O)[C@H]1C[NH2+]1" homo_ev=-12.79 mol_weight_da=100.10 e_tot_ev=-9714.679 homo_lumo_gap_ha=0.3296
H 3.06 0.83 -3.14
N 2.66 1.07 -2.32
N 2.08 0.17 -1.76
C 1.46 0.38 -0.21
O 2.14 0.19 0.72
C -0.08 0.28 -0.15
C -0.64 -0.99 0.41
N -0.66 0.27 1.23
H -0.52 0.86 -1.04
H -1.59 -1.42 0.18
H -0.18 -1.90 0.77
H -1.42 0.89 1.46
H -0.11 0.36 1.99


# 2
13
Properties=species:S:1:pos:R:3 method="wB97M-V/def2-TZVPD" charge=+1 fmax_ev_per_a=5.716 smiles="N=[N+]=C(O)[C@H]1CN1" homo_ev=-14.85 mol_weight_da=100.10 e_tot_ev=-9714.115 homo_lumo_gap_ha=0.3283
N 2.94 -0.81 -0.38
N 2.00 -0.20 0.02
C 0.94 0.42 0.13
O 0.67 1.68 0.32
C -0.48 -0.46 -0.35
C -1.61 -0.05 0.60
N -1.38 0.51 -0.78
H 3.47 -1.47 0.24
H -0.22 1.83 0.23
H -0.15 -1.43 -0.75
H -2.48 -0.70 0.71
H -1.64 0.51 1.52
H -2.06 0.18 -1.53


# 3
14
Properties=species:S:1:pos:R:3 method="wB97M-V/def2-TZVPD" charge=+1 fmax_ev_per_a=9.294 smiles=OOCc1[nH]nc[nH+]1 homo_ev=-13.94 mol_weight_da=116.10 e_tot_ev=-11758.368 homo_lumo_gap_ha=0.3309
O -2.77 0.35 -0.17
O -2.02 -0.28 -1.04
C -1.10 -1.11 -0.19
C 0.32 -0.24 -0.15
N 1.02 0.50 -1.27
N 2.14 1.08 -0.69
C 2.18 0.74 0.82
N 1.01 -0.14 1.20
H -2.70 1.35 -0.31
H -1.53 -1.11 0.93
H -0.96 -2.19 -0.60
H 0.66 0.52 -2.25
H 3.02 1.08 1.60
H 0.72 -0.55 2.13


# 4
16
Properties=species:S:1:pos:R:3 method="wB97M-V/def2-TZVPD" charge=-2 fmax_ev_per_a=3.905 smiles="O=[P@@]([O-])(O)[C@@H]1CCN=N[N-]1" homo_ev=-0.18 mol_weight_da=163.07 e_tot_ev=-23109.061 homo_lumo_gap_ha=0.2544
O 1.73 -1.17 2.15
P 1.59 0.20 1.51
O 1.66 1.39 2.37
O 2.67 0.34 0.23
C 0.04 0.35 0.52
C -0.74 -0.80 0.05
C -1.79 -0.44 -0.94
N -1.19 0.39 -2.06
N -0.05 0.95 -1.93
N 0.56 1.02 -0.83
H 1.94 0.71 -0.51
H -0.60 1.13 1.10
H -1.01 -1.40 0.91
H 0.06 -1.31 -0.59
H -2.13 -1.32 -1.63
H -2.72 -0.04 -0.34


# 5
13
Properties=species:S:1:pos:R:3 method="wB97M-V/def2-TZVPD" fmax_ev_per_a=3.520 smiles=NPc1ccn[nH]1 homo_ev=-9.10 mol_weight_da=115.08 e_tot_ev=-16966.034 homo_lumo_gap_ha=0.3661
N 1.06 2.05 -0.31
P 1.23 0.62 -1.14
C -0.07 -0.32 -0.36
C 0.01 -1.10 0.80
C -1.29 -1.50 0.99
N -2.15 -0.97 0.10
N -1.33 -0.33 -0.71
H 1.14 2.85 -0.93
H 1.48 2.18 0.55
H 2.10 -0.02 -0.30
H 1.07 -1.25 1.14
H -1.72 -2.04 1.84
H -1.52 -0.16 -1.67


# 6
13
Properties=species:S:1:pos:R:3 method="wB97M-V/def2-TZVPD" fmax_ev_per_a=0.348 homo_ev="-8.16 / -8.16" mol_weight_da=98.11 e_tot_ev=-9163.407 homo_lumo_gap_ha="0.3041 / 0.3040"
C -0.31 -0.69 -1.37
C -0.17 0.40 1.41
C 0.13 0.50 -0.58
N 0.93 -0.12 0.92
N 1.43 -1.31 0.90
N -0.63 1.09 2.33
N 0.35 1.69 -0.88
H 0.95 -1.88 1.61
H -1.60 1.36 2.22
H 0.14 1.91 -1.85
H 0.54 -1.09 -1.93
H -1.08 -0.38 -2.06
H -0.69 -1.49 -0.73


# 7
13
Properties=species:S:1:pos:R:3 method="wB97M-V/def2-TZVPD" fmax_ev_per_a=2.446 homo_ev=-8.51 mol_weight_da=98.11 e_tot_ev=-9162.581 homo_lumo_gap_ha=0.3469
H -3.32 1.77 0.19
N -2.31 1.87 -0.02
N -1.69 0.84 -0.20
N -1.94 -0.34 -0.41
C -1.73 -1.50 0.04
H -1.51 -1.70 1.08
H -1.78 -2.33 -0.65
C 2.16 -0.18 -0.24
N 0.98 0.16 0.01
C 1.98 1.26 -0.19
H 2.80 -1.01 -0.40
H 1.91 1.84 -1.10
H 2.29 1.81 0.69


# 8
13
Properties=species:S:1:pos:R:3 method="wB97M-V/def2-TZVPD" fmax_ev_per_a=9.480 homo_ev=-8.57 mol_weight_da=98.11 e_tot_ev=-9159.793 homo_lumo_gap_ha=0.2880
C -0.20 0.55 -0.13
C -1.21 -0.30 -0.72
C -1.11 -1.47 -0.08
H -0.71 2.16 -1.00
H 0.85 1.70 -1.58
H -2.10 -0.17 -1.52
H -1.84 -2.25 -0.03
H 1.48 0.21 2.77
H 2.42 0.28 0.42
N 0.43 1.87 -0.52
N -0.10 -1.71 0.65
N 0.49 -0.42 0.61
N 1.61 -0.43 1.13


# 9
13
Properties=species:S:1:pos:R:3 method="wB97M-V/def2-TZVPD" fmax_ev_per_a=3.153 homo_ev="-7.90 / -7.78" mol_weight_da=98.11 e_tot_ev=-9162.762 homo_lumo_gap_ha="0.3083 / 0.3017"
C 0.63 0.78 1.08
C 0.87 0.42 -1.53
C 0.30 1.24 -0.38
N 0.40 -0.42 1.46
N -0.42 0.26 -1.04
N -0.22 -1.19 0.54
N -1.46 -1.60 0.74
H 1.28 1.42 1.70
H 1.12 0.77 -2.53
H 1.57 -0.35 -1.10
H -0.07 2.31 -0.44
H -1.64 -2.47 0.32
H -2.37 -1.17 1.17


# 10
13
Properties=species:S:1:pos:R:3 method="wB97M-V/def2-TZVPD" fmax_ev_per_a=4.266 homo_ev=-8.51 mol_weight_da=98.11 e_tot_ev=-9162.975 homo_lumo_gap_ha=0.3059
C -0.08 1.11 0.73
C -1.33 -1.08 0.43
C 1.80 0.19 -0.59
N -2.42 -0.10 -0.17
N -2.24 0.97 -0.44
N 0.55 0.14 0.13
N -0.14 -1.05 -0.19
H 0.61 2.08 0.69
H -1.45 -0.72 1.40
H -1.76 -1.95 0.21
H 2.52 0.99 -0.27
H 2.19 -0.78 -0.30
H 1.74 0.20 -1.62


# 11
14
Properties=species:S:1:pos:R:3 method="wB97M-V/def2-TZVPD" fmax_ev_per_a=7.589 smiles="N/N=C1/CNN=CO1" homo_ev=-8.99 mol_weight_da=114.11 e_tot_ev=-11210.364 homo_lumo_gap_ha=0.3586
N 2.45 0.43 -0.43
N 1.50 -0.76 -0.20
C 0.43 -0.41 0.38
C -0.86 -1.27 0.24
N -1.99 -0.51 -0.27
N -2.01 0.76 -0.22
C -1.04 1.42 0.02
O 0.29 0.88 0.50
H 3.42 0.34 -0.07
H 2.17 1.16 0.45
H -1.19 -1.82 1.26
H -0.19 -2.05 -0.31
H -2.02 -0.70 -1.27
H -0.97 2.55 -0.08


# 12
14
Properties=species:S:1:pos:R:3 method="wB97M-V/def2-TZVPD" fmax_ev_per_a=4.177 homo_ev=-8.97 mol_weight_da=114.11 e_tot_ev=-11211.981 homo_lumo_gap_ha=0.3413
H -3.02 -0.78 -0.45
N -2.37 0.12 -0.52
C -1.16 -0.32 -0.24
N -0.88 -1.70 0.18
C 0.39 -1.66 0.37
N 0.97 -0.44 0.14
O 2.08 -0.37 -0.67
N 0.09 0.43 -0.36
C 0.20 1.72 0.43
H 1.06 -2.56 0.74
H 1.73 -0.39 -1.63
H -0.53 2.54 0.04
H 0.17 1.38 1.60
H 1.28 2.03 0.38


# 13
14
Properties=species:S:1:pos:R:3 method="wB97M-V/def2-TZVPD" fmax_ev_per_a=6.931 homo_ev=-7.83 mol_weight_da=114.11 e_tot_ev=-11209.413 homo_lumo_gap_ha=0.3161
N 0.69 2.05 0.17
N 0.64 0.62 -0.40
N 1.82 -0.05 0.07
C 1.49 -1.40 0.20
C 0.15 -1.66 -0.09
C -0.44 -0.23 -0.18
N -1.46 0.52 -0.15
O -2.59 -0.40 0.31
H 0.63 2.59 -0.64
H -0.04 2.42 0.77
H 2.43 0.44 0.79
H 2.44 -2.01 -0.06
H -0.45 -2.68 -0.28
H -3.34 0.19 -0.37


# 14
14
Properties=species:S:1:pos:R:3 method="wB97M-V/def2-TZVPD" fmax_ev_per_a=5.699 homo_ev=-8.26 mol_weight_da=114.11 e_tot_ev=-11206.736 homo_lumo_gap_ha=0.3073
C -2.33 -0.14 0.14
C 2.29 -0.22 -0.04
C 1.17 0.81 0.09
H -2.12 0.03 1.71
H -3.07 0.83 -0.46
H -2.45 -1.40 0.00
H -0.13 -1.92 -0.89
H 3.44 0.06 0.31
H 0.29 2.65 -0.28
N 0.12 -0.13 0.14
N 0.52 -1.40 -0.05
N 1.97 -1.45 -0.08
N 1.31 2.10 -0.10
O -1.01 0.17 -0.49


# 15
14
Properties=species:S:1:pos:R:3 method="wB97M-V/def2-TZVPD" fmax_ev_per_a=9.849 homo_ev=-9.13 mol_weight_da=114.11 e_tot_ev=-11211.317 homo_lumo_gap_ha=0.3380
C -0.50 0.66 0.16
C 1.13 -1.24 -0.14
C -2.68 -0.08 -0.11
H -0.16 2.83 -0.08
H 1.35 1.48 0.76
H -0.70 -1.09 0.50
H 0.71 -1.34 -1.04
H 1.25 -2.02 0.39
H 2.25 -0.06 -0.91
N 0.32 1.70 -0.03
N -0.10 -0.45 0.67
N -1.78 0.98 -0.09
N -3.43 -1.02 -0.03
O 2.36 -0.35 -0.05


# 16
14
Properties=species:S:1:pos:R:3 method="wB97M-V/def2-TZVPD" fmax_ev_per_a=4.643 homo_ev=-7.82 mol_weight_da=114.11 e_tot_ev=-11212.248 homo_lumo_gap_ha=0.3156
C 1.81 -0.82 0.38
C 0.85 1.32 -0.23
C -1.09 0.68 -0.21
H 1.81 -1.82 0.16
H 1.43 -0.83 1.46
H 2.79 -0.29 0.37
H 1.68 1.98 -0.17
H -3.80 -0.51 0.31
H -0.75 -1.10 -1.18
N 0.99 -0.04 -0.49
N -0.27 1.82 0.03
N -2.28 0.62 0.29
N -0.32 -0.43 -0.64
O -2.85 -0.58 -0.07


# 17
14
Properties=species:S:1:pos:R:3 method="wB97M-V/def2-TZVPD" fmax_ev_per_a=5.029 smiles=Nc1cnn(O)c1N homo_ev=-8.06 mol_weight_da=114.11 e_tot_ev=-11212.522 homo_lumo_gap_ha=0.3240
N 1.81 -0.77 0.12
C 0.40 -0.68 0.06
C -0.49 -1.81 0.01
N -1.70 -1.49 -0.23
N -1.75 -0.14 -0.36
O -2.72 0.53 0.40
C -0.34 0.44 0.02
N -0.32 1.79 0.05
H 2.20 -1.17 1.03
H 2.25 0.22 0.11
H -0.22 -2.77 -0.14
H -3.05 -0.19 0.84
H -1.19 2.27 0.12
H 0.32 2.35 -0.52


# 18
15
Properties=species:S:1:pos:R:3 method="wB97M-V/def2-TZVPD" fmax_ev_per_a=7.454 smiles="Nc1cn(O)c(=O)n1N" homo_ev=-7.54 mol_weight_da=130.11 e_tot_ev=-13256.557 homo_lumo_gap_ha=0.2865
N -2.11 -1.01 -0.23
C -0.64 -0.65 -0.28
C 0.43 -1.48 0.26
N 1.40 -0.56 0.34
O 2.58 -0.93 -0.12
C 1.05 0.67 -0.09
O 2.01 1.48 -0.39
N -0.24 0.63 -0.14
N -1.12 1.77 0.13
H -2.56 -1.88 -0.77
H -2.77 -0.07 0.00
H 0.91 -2.52 -0.06
H 2.98 -0.09 0.11
H -1.45 1.80 1.26
H -0.47 2.84 -0.01


# 19
14
Properties=species:S:1:pos:R:3 method="wB97M-V/def2-TZVPD" fmax_ev_per_a=2.467 homo_ev=-8.34 mol_weight_da=130.18 e_tot_ev=-19999.729 homo_lumo_gap_ha=0.3048
C 0.58 0.32 -0.72
C 2.85 0.11 0.31
C -0.82 -1.21 0.38
N 0.39 1.50 -0.46
N 3.20 1.19 0.72
N 1.01 2.49 0.05
N -0.11 -0.76 -0.77
S 3.05 -1.35 -0.22
H -1.47 -2.01 0.08
H -0.11 -1.60 1.12
H -1.52 -0.39 0.66
H 2.53 1.96 0.58
H 1.01 3.34 -0.51
H 0.10 -1.56 -1.37